{
  "formula": "C33H38AsO3PPdS",
  "method": "ωB97M-V with the def2-TZVPD basis set",
  "symbols": ["Pd", "C", "O", "C", "C", "O", "C", "C", "O", "C", "H", "H", "H", "H", "H", "H", "H", "H", "H", "H", "H", "H", "H", "H", "S", "C", "C", "C", "As", "C", "C", "C", "C", "C", "C", "C", "C", "C", "C", "C", "C", "P", "C", "C", "C", "C", "C", "C", "C", "C", "C", "C", "C", "C", "H", "H", "H", "H", "H", "H", "H", "H", "H", "H", "H", "H", "H", "H", "H", "H", "H", "H", "H", "H", "H", "H", "H", "H"],
  "coordinates": [[-2.316374, 0.240279, -1.909917], [-5.344474, -0.137199, -4.090561], [-4.720539, 0.183552, -2.826742], [-5.673262, 0.497513, -1.832581], [-4.976082, 0.384838, -0.489494], [-3.660243, 0.983953, -0.404048], [-3.550567, 2.445411, -0.455340], [-3.532822, 3.009233, -1.840673], [-2.499110, 2.372137, -2.582801], [-2.394576, 2.858958, -3.965319], [-5.964211, -1.059349, -4.001340], [-4.538492, -0.340005, -4.779627], [-5.976342, 0.675854, -4.416759], [-6.512295, -0.194391, -1.800775], [-6.032435, 1.535217, -1.931958], [-4.790707, -0.660023, -0.161473], [-5.586867, 0.846625, 0.244926], [-2.592521, 2.696878, -0.024808], [-4.329923, 2.921173, 0.130632], [-3.344331, 4.053521, -1.817106], [-4.500146, 2.871534, -2.307886], [-2.181616, 3.938242, -3.952326], [-3.341482, 2.633729, -4.486601], [-1.538047, 2.351275, -4.375893], [-3.349910, -2.758029, -1.844322], [-2.072042, -2.036931, -2.391105], [1.237685, 0.301312, -0.544691], [2.115777, -0.604252, 0.342609], [3.972901, -0.089416, 0.214162], [4.208818, 1.709356, 0.929533], [4.298550, 2.780798, 0.080807], [4.453184, 4.066038, 0.574333], [4.499994, 4.260769, 1.959282], [4.417580, 3.173010, 2.825946], [4.274975, 1.877949, 2.331221], [4.836982, -1.384147, 1.241422], [4.280295, -2.693715, 1.336614], [4.874252, -3.580296, 2.185524], [6.038940, -3.244881, 2.862487], [6.628819, -1.991862, 2.734891], [6.019022, -1.051916, 1.925634], [-0.496186, -0.285373, -0.400760], [-1.011394, 0.064970, 1.293716], [-0.276802, 0.960854, 2.072741], [-0.561271, 1.084814, 3.426628], [-1.664176, 0.414091, 3.969009], [-2.361068, -0.498598, 3.196523], [-2.059488, -0.669633, 1.876967], [-0.329624, -2.043260, -0.666011], [-0.573750, -2.363389, -2.134069], [-0.133582, -3.752448, -2.525722], [-0.046585, -4.670008, -1.518138], [-0.308514, -4.379734, -0.176788], [-0.352848, -3.024819, 0.269239], [1.539158, 0.239628, -1.612916], [1.394782, 1.350420, -0.298985], [2.084953, -1.604432, -0.054967], [1.855184, -0.592173, 1.403262], [4.226699, 2.697115, -1.006106], [4.475200, 4.880558, -0.082723], [4.558292, 5.267906, 2.345969], [4.426025, 3.338960, 3.874957], [4.104024, 1.042281, 3.002103], [3.411063, -3.007883, 0.737474], [4.522594, -4.611575, 2.275606], [6.451655, -3.980816, 3.516702], [7.562812, -1.797121, 3.222039], [6.437222, -0.067747, 1.826038], [0.494429, 1.545282, 1.648896], [0.043357, 1.764456, 4.031997], [-1.921875, 0.563550, 5.008702], [-3.186637, -1.016319, 3.644203], [-2.616320, -1.417658, 1.291873], [0.020163, -1.589751, -2.667797], [-0.005567, -4.033817, -3.555924], [0.230535, -5.700275, -1.779937], [-0.328013, -5.172882, 0.539214], [-0.442794, -2.777916, 1.321112]],
  "forces_ev_per_angstrom": [[-0.2, -0.3, -0.7], [-0.1, -0.9, 0.5], [-0.3, -0.2, -0.3], [0.9, 0.5, 0.8], [0.4, -0.9, 0.1], [0.0, 0.8, -0.4], [0.2, -0.1, 0.1], [-0.7, -0.9, -0.3], [0.3, -0.1, -0.3], [-0.4, 0.0, 0.7], [0.4, 0.6, 0.1], [0.1, 0.1, -0.3], [-0.1, 0.3, -0.2], [-0.2, -0.1, -0.3], [-0.2, -0.4, -0.3], [-0.2, 0.5, -0.4], [-0.6, 0.4, 0.9], [0.3, -0.3, 0.5], [-0.2, -0.2, 0.2], [0.2, 1.1, 0.2], [-0.1, -0.1, -0.5], [-0.2, -0.3, 0.1], [0.5, 0.1, 0.1], [0.1, -0.2, -0.3], [-0.2, -0.1, -0.3], [1.0, 0.1, 0.9], [0.4, -0.1, -0.3], [-0.1, 0.6, -0.8], [0.4, 0.6, 0.4], [0.0, -1.1, 1.0], [0.0, 0.8, -1.3], [-0.3, -1.0, 1.7], [0.0, -0.2, -0.6], [-0.1, -0.3, -0.8], [-0.3, 0.3, -0.5], [-0.1, -0.5, 0.3], [-0.3, 0.7, -0.6], [0.1, -1.0, -0.1], [-0.1, 0.4, 0.2], [-0.4, -0.3, -0.3], [-0.1, -0.3, -0.1], [-0.2, 0.8, 0.5], [0.2, -0.5, -0.1], [-0.8, -0.7, 0.5], [-0.5, 0.4, 0.1], [1.1, 0.2, 0.1], [-0.5, 0.5, 0.6], [0.3, -0.4, -1.2], [-1.2, 0.1, -0.3], [0.4, 0.5, -0.8], [-0.5, -0.1, 1.2], [0.2, -0.8, -1.3], [0.4, 0.9, 0.7], [-0.2, -0.6, -0.3], [-0.2, -0.2, 0.5], [-0.4, 0.1, 0.1], [-0.1, -0.4, 0.1], [-0.1, 0.0, -0.1], [0.1, -0.3, 0.3], [0.1, 1.0, -0.8], [0.1, 0.0, 0.1], [0.1, 0.1, 0.7], [0.3, 0.1, 0.0], [0.5, 0.3, 0.4], [-0.1, 0.5, 0.0], [0.5, -0.3, 0.3], [0.2, 0.3, 0.3], [0.2, 0.3, -0.1], [0.8, 0.5, -0.3], [-0.3, -0.2, -0.1], [0.0, 0.0, 0.0], [-0.2, -0.3, 0.1], [0.3, 0.4, 0.2], [-0.3, -0.5, -0.4], [0.1, 0.1, -0.2], [-0.2, 0.4, 0.1], [-0.1, -0.3, 0.3], [0.3, -0.1, 0.0]],
  "lowdin_spin": [1.385, 0.003, 0.028, 0.002, 0.008, 0.115, 0.005, 0.002, 0.068, 0.009, 0.001, 0.001, 0.000, 0.000, 0.000, 0.002, 0.004, 0.000, 0.003, 0.001, 0.000, 0.002, 0.000, 0.001, 0.580, 0.419, 0.052, 0.107, 0.470, 0.085, 0.011, 0.000, 0.005, 0.005, 0.020, 0.089, 0.049, 0.005, 0.085, 0.000, 0.056, 0.197, 0.018, 0.015, -0.001, 0.018, 0.000, 0.013, 0.225, 0.135, 0.260, 0.015, 0.317, 0.030, 0.005, 0.001, 0.004, 0.011, 0.003, 0.000, 0.000, 0.001, 0.000, 0.002, -0.001, 0.004, -0.001, 0.001, 0.001, 0.000, 0.001, 0.000, 0.000, 0.027, 0.012, -0.004, 0.016, -0.003],
  "e_tot_ev": -125389.8008,
  "spin_multiplicity": 6,
  "gap_ev": [6.119, 5.810],
  "charge": 3,
  "relative_energy_kcal_mol": 0.00
}



{
  "formula": "C24H46Cl3N2NdO4Si",
  "method": "ωB97M-V with the def2-TZVPD basis set",
  "symbols": ["C", "C", "H", "H", "H", "C", "C", "H", "H", "H", "H", "Nd", "Cl", "Cl", "H", "H", "C", "C", "N", "H", "C", "O", "H", "H", "H", "H", "H", "H", "C", "C", "N", "H", "C", "O", "H", "H", "H", "H", "O", "C", "C", "C", "H", "C", "H", "C", "H", "C", "C", "H", "H", "H", "Si", "Cl", "C", "C", "C", "H", "H", "H", "H", "H", "H", "H", "H", "H", "C", "C", "O", "C", "C", "H", "H", "H", "H", "H", "H", "H", "H", "H", "H"],
  "coordinates": [[-1.637807, -2.111386, -3.125822], [-1.173534, -2.973825, -1.989253], [-1.634609, -2.653651, -4.076544], [-1.020343, -1.201908, -3.223685], [-2.673177, -1.792198, -2.948166], [-0.585935, -4.172913, -2.141830], [-0.402903, -4.872951, -3.445096], [-0.214716, -4.740791, -1.280384], [-0.394319, -4.172637, -4.300404], [-1.186951, -5.621465, -3.645251], [0.555290, -5.413046, -3.408241], [0.059290, 0.777053, 0.328380], [-2.591733, 1.318786, 0.253903], [1.320556, 2.311759, -1.268597], [0.697673, 5.412311, 4.108710], [-1.427567, 6.321437, 3.148707], [1.001703, 5.061051, 3.115807], [-1.105968, 5.985838, 2.157389], [-0.181473, 4.864627, 2.279478], [1.546273, 4.120157, 3.187823], [-0.428755, 3.691873, 1.703940], [0.264767, 2.656325, 1.905748], [-1.982107, 5.672720, 1.573458], [-1.294051, 3.649063, 1.025418], [1.644816, 5.839016, 2.684286], [-0.627144, 6.841616, 1.661313], [1.226947, -1.372753, -2.423637], [2.369994, -3.905753, -1.276510], [2.289276, -1.126337, -2.268641], [3.229289, -3.213607, -1.274844], [2.804222, -1.828190, -1.099239], [2.395151, -0.042678, -2.132265], [2.805330, -1.288329, 0.124145], [2.316899, -0.164867, 0.411160], [3.895022, -3.487592, -0.444736], [3.276999, -1.919507, 0.891009], [2.865668, -1.460476, -3.137669], [3.763258, -3.316020, -2.225167], [-0.415143, -1.254411, -0.542832], [-1.292357, -2.301250, -0.633321], [0.111651, -3.772448, 0.851737], [-1.139501, -3.261267, 0.529228], [0.980332, -3.346242, 0.339689], [0.196255, -4.813657, 1.781578], [-2.334974, -1.937290, -0.591575], [-2.281860, -3.654789, 1.221739], [1.181201, -5.218813, 2.040787], [-0.962855, -5.306528, 2.379955], [-2.199110, -4.708460, 2.127150], [-3.216628, -3.134787, 1.012222], [-0.918849, -6.155203, 3.064254], [-3.107918, -5.045707, 2.633009], [-0.588617, 3.977497, -3.657406], [-1.081727, 1.925479, -3.754426], [1.203235, 4.477446, -3.402460], [-1.717815, 4.587702, -2.267164], [-0.998781, 4.732938, -5.337251], [1.742505, 3.818997, -2.706051], [1.231371, 5.475968, -2.941542], [1.796273, 4.478876, -4.319899], [-0.232865, 4.479998, -6.088831], [-0.996699, 5.826590, -5.248849], [-1.973442, 4.426779, -5.736178], [-1.603183, 3.931647, -1.390314], [-2.769537, 4.569026, -2.584952], [-1.450772, 5.609411, -1.965979], [-1.497436, -0.848244, 4.449186], [-0.909929, 0.152708, 3.469090], [0.029329, -0.423156, 2.503028], [1.024732, -1.344302, 3.054156], [2.180495, -0.619259, 3.715739], [-1.769728, -1.789356, 3.955219], [-2.391785, -0.408594, 4.886025], [-0.805822, -1.049763, 5.277024], [-1.707873, 0.598639, 2.848850], [-0.391570, 0.970385, 3.997643], [0.524459, -2.027465, 3.753482], [1.367669, -1.934762, 2.198339], [1.821787, 0.144317, 4.417709], [2.781342, -1.339834, 4.289722], [2.818774, -0.159607, 2.947784]],
  "forces_ev_per_angstrom": [[-0.2, -0.1, -0.3], [0.9, -0.6, 0.2], [0.0, 0.2, 0.1], [-0.2, -0.3, 0.1], [0.2, 0.1, 0.0], [-0.5, 0.4, 0.1], [0.3, -0.1, -0.6], [-0.4, 0.3, -0.2], [0.1, -0.5, 0.4], [0.2, 0.2, 0.2], [-0.2, 0.1, -0.3], [-0.8, -1.8, -0.3], [0.2, 0.2, 0.1], [0.3, 0.1, 0.1], [0.0, -0.2, -0.1], [0.0, -0.2, -0.1], [-0.1, 0.2, 0.0], [0.0, 0.0, -0.3], [0.1, 0.1, 0.1], [-0.1, 0.2, 0.0], [0.7, -1.0, 0.3], [-0.8, 1.3, -0.2], [0.3, 0.1, 0.2], [0.0, 0.1, 0.2], [-0.1, -0.2, 0.0], [-0.1, -0.3, 0.0], [0.3, 0.1, 0.1], [0.2, 0.3, -0.1], [-0.4, 0.1, -0.1], [0.0, -0.1, 0.2], [0.3, 0.0, 0.7], [-0.1, -0.3, 0.0], [-0.8, 1.0, -0.7], [0.8, -1.5, -0.1], [-0.1, 0.0, -0.3], [0.0, 0.1, 0.0], [-0.1, 0.2, 0.1], [0.0, 0.0, 0.2], [0.9, 1.5, 0.3], [-0.5, -0.1, 0.3], [-0.2, -0.3, 0.4], [-0.3, 0.4, -0.4], [-0.3, -0.3, 0.2], [0.4, 0.3, -0.1], [0.0, 0.1, 0.1], [0.4, -0.3, 0.0], [-0.4, 0.0, -0.1], [-0.2, -0.1, 0.2], [-0.1, 0.2, 0.1], [0.1, -0.3, 0.0], [0.1, 0.3, -0.1], [0.4, 0.0, -0.1], [-0.2, 0.3, -0.2], [0.3, 0.4, -0.2], [0.5, -0.4, 0.4], [0.3, 0.0, -0.1], [-0.2, -0.1, -0.1], [-0.3, 0.5, -0.5], [-0.1, -0.1, -0.3], [-0.3, 0.2, -0.2], [-0.2, 0.0, 0.3], [0.0, -0.1, 0.0], [0.2, 0.1, 0.1], [-0.1, 0.1, -0.3], [0.3, 0.0, 0.1], [-0.1, -0.1, -0.1], [0.3, 0.0, 0.0], [0.2, 0.2, -0.3], [0.1, -0.4, 0.9], [-0.5, 0.3, -0.2], [0.1, 0.0, 0.0], [0.0, 0.2, 0.1], [-0.1, 0.0, 0.0], [-0.1, -0.1, -0.2], [0.4, -0.2, 0.2], [-0.2, -0.2, -0.1], [0.1, 0.2, -0.3], [-0.2, 0.2, 0.3], [0.1, -0.1, -0.2], [-0.1, 0.2, -0.2], [-0.2, 0.0, 0.3]],
  "lowdin_spin": [0.000, 0.000, 0.000, 0.000, 0.000, 0.000, 0.000, 0.000, 0.000, 0.000, 0.000, 3.024, -0.006, -0.007, 0.000, 0.000, 0.000, 0.000, 0.001, 0.000, 0.001, -0.002, 0.000, 0.000, 0.000, 0.000, 0.000, 0.000, 0.000, 0.000, -0.001, 0.000, 0.000, -0.001, 0.000, 0.000, 0.000, 0.000, -0.007, 0.000, 0.000, 0.000, 0.000, 0.000, 0.000, 0.000, 0.000, 0.000, 0.000, 0.000, 0.000, 0.000, 0.000, 0.000, 0.000, 0.000, 0.000, 0.000, 0.000, 0.000, 0.000, 0.000, 0.000, 0.000, 0.000, 0.000, 0.000, 0.000, -0.002, 0.000, 0.000, 0.000, 0.000, 0.000, 0.000, 0.000, 0.000, 0.000, 0.000, 0.000, 0.000],
  "e_tot_ev": -97533.8789,
  "spin_multiplicity": 4,
  "gap_ev": [8.526, 8.533],
  "charge": 0,
  "relative_energy_kcal_mol": 0.00
}



{
  "formula": "C3H5N3O",
  "method": "ωB97M-V with the def2-TZVPD basis set",
  "symbols": ["N", "C", "N", "C", "O", "C", "N", "H", "H", "H", "H", "H"],
  "coordinates": [[1.720506, 1.273851, 1.179974], [0.521538, 0.817423, 0.706847], [-0.701636, 0.844284, 0.634912], [-1.350111, -0.242893, -0.095410], [-2.491389, 0.017482, -0.814940], [-0.419194, -1.094737, -0.648746], [0.859519, -0.835423, -0.411448], [2.062966, 2.156495, 0.803543], [2.355818, 0.527711, 0.935525], [-3.268724, 0.072880, -0.252763], [-0.744900, -1.949911, -1.251614], [1.455608, -1.587162, -0.785879]],
  "forces_ev_per_angstrom": [[-0.4, -0.3, -0.2], [-0.3, -1.6, -1.2], [0.6, -0.8, -0.5], [1.0, 0.8, -0.5], [-0.4, 0.2, 0.4], [-0.4, 0.2, 0.3], [-0.3, 0.4, 0.4], [-0.4, -0.2, -0.1], [0.4, 0.1, 0.4], [0.0, -0.1, 0.2], [0.1, 0.4, 0.2], [0.2, 0.7, 0.7]],
  "nbo_charge": [-0.824, 0.654, -0.414, 0.199, -0.688, -0.012, -0.789, 0.399, 0.416, 0.474, 0.204, 0.380],
  "e_tot_ev": -9706.7135,
  "gap_ev": 7.903,
  "charge": 0,
  "relative_energy_kcal_mol": 89.25
}